# 1
{
  "formula": "CH5N3O",
  "method": "the ωB97M-V functional and the def2-TZVPD basis",
  "relative_energy_ev": 1.704,
  "spin_multiplicity": 3,
  "lumo_ha": [0.0388, -0.0711],
  "orbital_gap_ev": [8.6, 7.3],
  "total_energy_ev": -7629.7628,
  "elements": ["C", "N", "N", "N", "O", "H", "H", "H", "H", "H"],
  "positions_angstrom": [[-0.106, -0.818, -0.142], [1.188, 1.171, 0.251], [-1.009, 0.227, 0.143], [1.234, -0.242, -0.098], [2.273, -0.818, -0.298], [-0.268, -1.574, 0.532], [-0.058, -1.398, -1.163], [2.126, 1.541, 0.358], [-0.785, 1.006, -0.473], [-1.044, 0.595, 1.061]],
  "nbo_charge": [-0.0870, -0.3211, -0.8142, 0.0874, -0.3164, 0.1916, 0.1898, 0.3175, 0.3743, 0.3781]
}


# 2
{
  "formula": "CH5N3O2S",
  "method": "the ωB97M-V functional and the def2-TZVPD basis",
  "relative_energy_ev": 4.166,
  "spin_multiplicity": 1,
  "lumo_ha": -0.0035,
  "orbital_gap_ev": 8.4,
  "total_energy_ev": -20514.2401,
  "elements": ["C", "N", "N", "N", "O", "O", "S", "H", "H", "H", "H", "H"],
  "positions_angstrom": [[0.916, 1.203, -0.290], [-0.439, 1.575, -0.108], [0.179, -0.569, 0.597], [0.520, -1.869, 0.349], [-2.295, -0.084, 0.815], [-1.383, -0.484, -1.358], [-1.192, 0.037, -0.071], [1.187, 0.869, -1.204], [1.519, 1.884, 0.235], [-0.596, 1.885, 0.870], [1.277, -2.368, 0.803], [0.307, -2.079, -0.638]],
  "nbo_charge": [-0.0615, -0.8116, -0.5695, -0.6280, -0.9084, -0.9508, 2.3805, 0.1880, 0.1981, 0.3989, 0.3977, 0.3666]
}